Entry from the OMol25 dataset: an isolated ion of composition C5H14N3 and charge +1 in a non-equilibrium geometry (wB97M-V/def2-TZVPD).

Calculated values
LUMO: -2.9959 eV
frontier orbital gap: 0.34990 hartree
total charge: +1
relative energy (zero: lowest compared OMol25 entry of this formula, charge and spin): 127.2 kJ/mol
electronic energy: -9875.848 eV
SMILES: NCCCCNC=[NH2+]

XYZ file:
```
22
Properties=species:S:1:pos:R:3:mulliken_charge:R:1
N -0.79 -0.90 1.67 -0.4449
C 0.44 -0.23 2.13 -0.9046
C 1.16 0.75 1.14 -0.3991
C 1.71 0.01 -0.08 -0.6674
C 0.85 0.28 -1.35 -0.7998
N -0.36 -0.56 -1.47 0.0189
C -1.59 -0.28 -1.70 0.1203
N -2.22 0.90 -1.67 -0.3225
H -1.64 -0.74 2.17 0.2044
H -0.69 -1.91 1.61 0.2252
H 1.09 -1.04 2.50 0.3628
H 0.15 0.31 3.06 0.3979
H 0.55 1.63 0.86 0.2906
H 1.86 1.12 1.89 0.3188
H 1.91 -1.04 0.16 0.4850
H 2.68 0.42 -0.37 0.3120
H 0.66 1.35 -1.34 0.3713
H 1.36 -0.02 -2.28 0.3162
H -0.08 -1.52 -1.37 0.2669
H -2.24 -1.14 -1.86 0.3490
H -3.09 0.84 -2.18 0.2651
H -1.72 1.76 -1.52 0.2338
```



Entry from the OMol25 dataset: a 2-piece molecular cluster, C5H14N3 overall in a non-equilibrium geometry (wB97M-V/def2-TZVPD).

Calculated values
LUMO: -4.7352 eV
frontier orbital gap: 0.34719 hartree
total charge: +1
relative energy (zero: lowest compared OMol25 entry of this formula, charge and spin): 520.0 kJ/mol
electronic energy: -9871.776 eV

XYZ file:
```
22
Properties=species:S:1:pos:R:3:mulliken_charge:R:1
C 1.58 1.84 -0.30 0.0845
C -1.35 -1.02 -1.14 -1.3838
C 0.66 -1.35 0.45 -1.6379
C -1.61 -0.95 1.27 -1.5583
C -0.68 -0.69 0.16 1.2977
N 0.48 1.36 -0.69 -0.8805
N 2.61 2.05 -1.09 -0.3155
N -0.42 0.83 0.08 0.3770
H 1.62 2.22 0.79 0.2791
H -2.44 -0.67 -1.06 0.3651
H -1.06 -0.70 -2.18 0.3596
H -1.12 -2.15 -1.30 0.3304
H 0.87 -1.11 1.47 0.4316
H 1.42 -1.06 -0.25 0.4122
H 0.57 -2.33 0.17 0.4390
H -0.97 -1.08 2.20 0.4032
H -2.35 -0.16 1.44 0.4340
H -2.23 -1.93 1.16 0.3255
H 3.33 2.75 -0.90 0.2524
H 2.71 1.67 -2.02 0.2395
H -1.30 1.37 0.03 0.4311
H -0.31 1.08 1.72 0.3140
```



Question: Which of these has the lowest electronic energy?
Answer: number 1